(1)
Density functional theory data (ωB97M-V with the def2-TZVPD basis set) for C15H23N5O3 in the gas phase in a non-equilibrium geometry.

The relative energy (zero: lowest compared OMol25 entry of this formula, charge and spin) comes out at 6.015 eV. Its structure (SMILES) is [H]/N=C(/N)NCCC[C@H](NC(=O)[C@@H](N)Cc1ccccc1)C(=O)O. The calculation puts the energy at -29517.0157 eV. For the HOMO energy, the calculation gives -8.8 eV. The calculation puts the LUMO energy at 0.01745 Ha.

Geometry as ORCA input:
```
! RIJCOSX wB97M-V def2-TZVPD def2/J DEFGRID3
* xyz 0 1
O 0.972 0.101 2.445
O -2.209 2.100 -1.969
O -0.756 2.894 -0.364
N -5.188 0.016 0.075
N -0.315 0.652 0.716
N -4.832 -2.149 1.390
N 2.022 2.696 0.930
N -6.105 -2.077 -0.601
C 5.638 -1.026 -1.542
C 5.321 -2.300 -1.179
C 2.110 1.235 0.715
C -0.620 0.671 -0.826
C 4.488 -2.632 -0.106
C 4.955 0.048 -0.862
C 4.058 -0.257 0.214
C -2.795 -0.763 -0.503
C -1.326 2.022 -1.116
C 0.863 0.533 1.330
C -1.323 -0.702 -1.208
C 3.867 -1.580 0.587
C -3.761 0.487 -0.137
C 3.428 0.708 1.275
C -5.392 -1.397 0.297
H -5.795 0.754 -0.312
H 5.976 -3.116 -1.649
H 1.320 3.039 0.293
H -6.221 -1.405 -1.334
H -0.818 -1.553 -0.789
H 1.821 1.073 -0.348
H 5.296 0.939 -1.196
H 1.829 2.977 1.843
H -1.085 0.347 1.306
H 3.124 -1.658 1.466
H 4.145 1.534 1.278
H -0.167 2.303 -0.033
H 0.360 0.526 -1.384
H 3.303 0.233 2.206
H -4.387 -2.080 2.236
H 6.537 -0.813 -2.255
H -3.471 0.938 0.773
H -1.514 -0.811 -2.246
H -2.503 -1.199 0.424
H -3.454 -1.479 -1.034
H -5.185 -3.111 1.269
H -3.838 1.180 -0.965
H 4.549 -3.622 0.349
*
```

(2)
Density functional theory data (ωB97M-V with the def2-TZVPD basis set) for C15H23N5O5 in the gas phase in a non-equilibrium geometry.

The relative energy (zero: lowest compared OMol25 entry of this formula, charge and spin) comes out at 3.918 eV. Its structure (SMILES) is Cc1nc(N2CCOCC2)nc(OCCN2CCOCC2)c1[N+](=O)[O-]. The calculation puts the energy at -33612.9766 eV. For the HOMO energy, the calculation gives -8.5 eV. The calculation puts the LUMO energy at 0.00419 Ha.

Geometry as ORCA input:
```
! RIJCOSX wB97M-V def2-TZVPD def2/J DEFGRID3
* xyz 0 1
O -1.655 -3.054 -2.139
O 2.896 1.770 3.525
O -0.261 -4.559 -1.500
O -0.540 3.887 -1.276
O -2.031 -1.300 -0.308
N 1.881 0.502 1.243
N -0.094 -0.398 0.511
N 1.961 -1.556 0.245
N -2.525 1.879 -1.196
N -0.693 -3.420 -1.491
C 3.510 0.601 3.033
C 1.359 -2.523 -0.418
C 1.214 1.667 1.775
C -2.425 2.865 -0.138
C -0.018 -2.456 -0.698
C 3.298 0.463 1.520
C -2.781 -0.225 0.238
C -0.640 2.921 -2.299
C -0.722 -1.344 -0.160
C -1.807 4.140 -0.718
C 2.229 -3.642 -0.870
C -3.310 0.715 -0.873
C 1.510 1.766 3.276
C 1.235 -0.511 0.659
C -1.214 1.611 -1.759
H -1.656 4.887 0.064
H 2.084 -3.848 -1.928
H 3.096 -0.284 3.541
H -3.419 0.116 -1.781
H 1.595 2.559 1.264
H -1.287 3.299 -3.104
H 3.779 1.304 1.009
H -4.300 1.070 -0.575
H 1.123 2.700 3.684
H 1.971 -4.551 -0.331
H -3.426 3.082 0.241
H -1.793 2.522 0.700
H 4.571 0.691 3.267
H -0.517 1.212 -1.006
H -2.174 0.317 0.966
H 0.145 1.574 1.598
H 3.266 -3.383 -0.677
H 1.039 0.917 3.796
H 3.700 -0.479 1.150
H 0.371 2.773 -2.682
H -1.319 0.888 -2.570
H -3.629 -0.695 0.743
H -2.479 4.546 -1.489
*
```

(3)
Density functional theory data (ωB97M-V with the def2-TZVPD basis set) for a molecular structure, C15H23N8OPYb.

The calculation puts the energy at -70697.0835 eV. For the HOMO energy (spin up / spin down), the calculation gives -18.1 / -18.1 eV. As for the expectation value of S²: 0.7508. The calculation puts the LUMO energy (spin up / spin down) at -0.33714 / -0.35936 Ha.

Geometry as ORCA input:
```
! RIJCOSX wB97M-V def2-TZVPD def2/J DEFGRID3
* xyz 3 2
Yb 0.140 -0.692 -0.661
P 1.489 2.136 -2.288
O 0.674 1.195 -1.335
N -1.018 -2.087 -2.060
N -2.075 -1.425 2.801
N 1.943 -2.036 0.277
N -0.151 -1.076 1.507
N -2.248 -3.649 -3.004
N -1.860 -2.849 4.586
N -2.015 0.060 0.923
N -0.070 -2.730 3.156
C 2.657 -3.288 2.206
C 2.100 1.181 -3.671
C 0.455 -2.093 2.158
C 2.864 2.835 -1.398
C -1.603 -3.281 -1.902
C -2.090 -2.658 -3.940
C 0.445 3.443 -2.895
C 3.842 -3.626 1.557
C -1.325 -2.320 3.518
C 1.747 -2.494 1.544
C 4.055 -3.168 0.269
C -3.021 -4.886 -3.187
C 3.083 -2.383 -0.333
C -1.330 -1.698 -3.359
C -1.430 -0.840 1.850
H -1.343 -3.521 5.134
H 3.228 -2.027 -1.347
H -3.114 -5.078 -4.251
H 3.405 3.527 -2.048
H -4.009 -4.767 -2.748
H -2.525 -2.727 -4.922
H -3.031 0.004 0.939
H 3.552 2.055 -1.071
H 0.997 4.038 -3.624
H -0.442 3.032 -3.378
H 2.439 -3.626 3.209
H 1.284 0.909 -4.342
H 4.958 -3.410 -0.273
H -0.996 -0.765 -3.783
H 0.140 4.091 -2.073
H 2.615 0.283 -3.325
H 2.820 1.775 -4.238
H -1.565 -3.893 -1.014
H 2.501 3.385 -0.529
H -2.493 -5.712 -2.719
H 4.583 -4.238 2.055
H -2.789 -2.578 4.877
H -1.763 1.022 1.149
*
```

(4)
Density functional theory data (ωB97M-V with the def2-TZVPD basis set) for a molecular structure, C15H23N8OSSeZr.

The relative energy (zero: lowest compared OMol25 entry of this formula, charge and spin) comes out at 0.714 eV. The calculation puts the energy at -107342.7926 eV. For the HOMO energy (spin up / spin down), the calculation gives -14.0 / -14.5 eV. As for the expectation value of S²: 0.7603. The calculation puts the LUMO energy (spin up / spin down) at -0.26878 / -0.29850 Ha.

Geometry as ORCA input:
```
! RIJCOSX wB97M-V def2-TZVPD def2/J DEFGRID3
* xyz 2 2
Zr 0.688 -0.127 0.222
Se -2.124 -0.040 0.198
S -0.355 -0.464 4.000
O 0.490 1.689 -0.730
N -3.239 2.420 1.174
N 1.816 -2.164 0.864
N -0.560 3.384 2.154
N 3.122 0.669 2.665
N -2.540 2.640 -0.854
N 2.316 -0.611 -1.413
N 1.694 1.750 -0.026
N -0.067 -1.961 -1.108
C -2.614 1.785 0.173
C -3.118 3.838 -0.491
C 1.468 2.061 1.286
C 2.426 1.428 2.143
C 3.471 -1.283 -0.766
C 0.047 -0.419 2.559
C -3.557 3.698 0.776
C -3.593 1.845 2.468
C 3.035 -2.485 0.054
C -2.016 2.374 -2.194
C 1.748 -1.259 -2.616
C 0.787 -3.250 0.889
C 0.370 2.811 1.788
C 0.826 -2.396 -2.223
C -0.359 -3.052 -0.139
H 2.130 -2.024 1.820
H -1.285 -2.802 0.375
H 1.382 -3.271 -1.901
H 3.848 -2.784 0.714
H 2.626 0.322 -1.672
H 3.939 -0.542 -0.116
H 4.215 -1.582 -1.506
H -1.797 1.316 -2.279
H 2.533 -1.611 -3.287
H -4.297 1.027 2.338
H -1.107 2.945 -2.354
H -3.159 4.676 -1.166
H -0.531 -3.988 -0.670
H 0.358 -3.277 1.889
H -4.047 2.624 3.072
H 0.231 -2.710 -3.080
H -0.954 -1.682 -1.517
H -2.698 1.484 2.965
H -4.052 4.393 1.432
H 1.274 -4.211 0.736
H 1.183 -0.493 -3.147
H -2.774 2.650 -2.923
H 2.821 -3.343 -0.576
*
```

(5)
Density functional theory data (ωB97M-V with the def2-TZVPD basis set) for C15H23NO3 in the gas phase.

The relative energy (zero: lowest compared OMol25 entry of this formula, charge and spin) comes out at 2.132 eV. Its structure (SMILES) is CCOCCCNC(=O)CCCOc1ccccc1. The calculation puts the energy at -23560.7811 eV. For the HOMO energy, the calculation gives -8.4 eV. The calculation puts the LUMO energy at 0.02719 Ha.

Geometry as ORCA input:
```
! RIJCOSX wB97M-V def2-TZVPD def2/J DEFGRID3
* xyz 0 1
O 0.093 1.839 -1.689
O 4.398 -1.558 -0.309
O -3.556 0.480 0.950
N 1.096 1.106 0.194
C -6.467 -1.889 -0.805
C -1.693 1.930 1.156
C 6.697 -1.859 0.501
C -4.485 -0.279 0.304
C 0.214 1.875 -0.482
C -2.610 1.195 0.183
C -5.570 -1.223 -1.618
C -0.642 2.759 0.414
C 3.451 0.703 -0.426
C -5.392 -0.953 1.123
C 2.008 0.196 -0.459
C 4.402 -0.341 -1.023
C -6.373 -1.749 0.571
C -4.580 -0.419 -1.076
C 5.228 -1.605 0.834
H -0.010 3.283 1.133
H -7.068 -2.264 1.217
H -1.137 3.496 -0.220
H 1.184 1.215 1.191
H 4.840 -2.436 1.429
H 6.788 -2.764 -0.093
H 1.670 0.104 -1.494
H -2.302 2.582 1.785
H -1.215 1.193 1.805
H -2.023 0.508 -0.440
H 1.959 -0.785 0.022
H 5.415 0.075 -1.087
H 3.533 1.627 -0.999
H -3.893 0.087 -1.735
H -5.634 -1.325 -2.692
H 4.069 -0.599 -2.032
H 3.738 0.915 0.607
H 7.265 -1.978 1.420
H -7.235 -2.512 -1.237
H -5.303 -0.832 2.192
H -3.114 1.916 -0.475
H 5.134 -0.683 1.425
H 7.121 -1.031 -0.063
*
```

Look up the energy of the first one. -29517.0157 eV

Among the records above, which one has the lowest energy? C15H23N8OSSeZr

Among the records above, which one has the lowest energy? C15H23N8OSSeZr

Among the records above, which one has the lowest energy? C15H23N8OSSeZr